# 1
This record from the Open Molecules 2025 dataset describes a cluster of 4 separate species, C19H49N5O7 in total at a distorted geometry. The level of theory is ωB97M-V/def2-TZVPD.

```
80
Properties=species:S:1:pos:R:3:mulliken_charge:R:1
C -5.13767 3.57169 -1.68804 -0.83
O -3.67274 3.55058 -1.77710 -0.35
C -3.11220 2.66052 -0.84636 -1.04
C -1.62101 2.38152 -1.25350 -0.09
N -1.35483 1.97631 -2.66268 -0.26
C -2.21547 0.83052 -3.06828 -1.24
C -2.08299 -0.48215 -2.30533 -0.02
O -2.91706 -0.61258 -1.16330 -0.48
C -2.47071 -1.49353 -0.15610 -0.68
H -5.55976 3.36632 -2.67179 0.27
H -5.49186 4.55551 -1.38025 0.32
H -5.59375 2.90786 -0.95358 0.34
H -3.69065 1.75656 -0.65570 0.50
H -3.16624 3.13701 0.13247 0.56
H -1.07970 1.57595 -0.75736 -0.53
H -1.06602 3.30347 -1.08000 -0.56
H -1.43779 2.74187 -3.31625 0.41
H -2.05580 0.57409 -4.11559 0.61
H -3.22209 1.24768 -3.04044 0.27
H -1.06590 -0.77618 -2.04613 0.03
H -2.32029 -1.27329 -3.01658 0.49
H -1.48348 -1.27362 0.25021 0.24
H -2.49097 -2.50437 -0.56339 0.40
H -3.31736 -1.54604 0.52840 0.28
C -1.30962 -3.29906 -2.48869 -0.96
O -1.18144 -4.05068 -1.31901 -0.37
C 0.16235 -4.26123 -0.97616 0.08
C 0.07666 -4.79302 0.46761 -0.99
N 1.31393 -4.75230 1.19053 -0.16
C 1.89625 -3.44018 1.44338 -0.01
C 2.88957 -3.49356 2.63883 -0.64
O 4.12231 -4.29573 2.57789 -0.44
C 3.95452 -5.66623 2.62569 -0.48
H -0.54955 -2.51845 -2.52120 0.53
H -2.27265 -2.80089 -2.60049 0.15
H -1.19308 -4.10447 -3.21383 0.42
H 0.61048 -3.27081 -1.05603 0.04
H 0.58793 -4.87215 -1.77224 0.43
H -0.33557 -5.79851 0.55226 0.43
H -0.64217 -4.14732 0.97204 0.21
H 2.00440 -5.34841 0.75691 0.21
H 1.26349 -2.57260 1.63050 0.13
H 2.25800 -3.19072 0.44589 0.36
H 2.41963 -3.79093 3.57629 0.37
H 3.04806 -2.47684 2.99839 0.24
H 3.41222 -5.97026 1.73038 0.17
H 3.49610 -6.03219 3.54439 0.26
H 4.96183 -6.08133 2.59220 0.27
C 0.09219 5.04979 -2.36811 -0.83
O 0.95223 5.53276 -1.32378 -0.48
C 1.43165 4.41954 -0.49841 -0.68
C 0.24522 3.88610 0.32780 1.96
N 0.66604 2.76266 1.23183 -0.19
C 1.89127 3.05310 1.97452 -0.75
C 2.11357 1.97144 3.00532 -0.65
O 2.51208 0.77708 2.31058 -0.37
C 2.65165 -0.35126 3.14121 -0.81
H 0.52052 4.18562 -2.87590 0.30
H -0.05365 5.75229 -3.18867 0.40
H -0.90284 4.86825 -1.96186 0.40
H 2.24512 4.93153 0.01563 0.36
H 1.84621 3.62508 -1.11895 0.48
H -0.50464 3.50713 -0.36659 -1.56
H -0.15304 4.75446 0.85260 0.44
H -0.11992 2.37288 1.73226 0.18
H 1.76907 4.02123 2.46020 0.46
H 2.73726 3.10823 1.28942 0.42
H 1.14772 1.75471 3.46169 0.37
H 2.88613 2.48241 3.57990 0.34
H 2.78738 -1.30574 2.63265 -0.11
H 1.77574 -0.34497 3.78993 0.50
H 3.47819 -0.18307 3.83160 0.47
N 1.64689 -0.02314 0.46404 -0.38
C 0.42852 -0.45820 0.31687 1.45
N -0.32912 0.49493 -0.16179 0.74
O 0.05879 -1.61566 0.38544 -0.99
H 2.33481 -0.73416 0.66736 0.36
H 1.80479 0.94227 0.71534 0.25
H -0.06429 1.46926 -0.18721 -0.58
H -1.26286 0.14564 -0.32377 -0.40
```

LUMO energy: 0.6 eV
ΔE to the lowest compared entry with this formula, charge and spin: 942.6 kJ/mol
SMILES: COCCNCCOC.COCCNCCOC.COCCNCCOC.NC(N)=O
Gap between HOMO and LUMO: 8.809 eV
HOMO level: -0.3024 hartree

# 2
This record from the Open Molecules 2025 dataset describes the ion C8H10N2O with charge +2 at a distorted geometry. The level of theory is ωB97M-V/def2-TZVPD.

```
21
Properties=species:S:1:pos:R:3:mulliken_charge:R:1
C -2.95406 0.07926 0.30108 -0.22
C -1.73890 0.05113 0.89605 -0.85
C -2.87910 1.17516 -0.60576 -0.13
C -0.92038 1.19892 0.40752 0.51
C 2.86934 1.09436 0.13192 0.50
C 3.98124 0.45202 0.20903 -0.50
C 0.58757 0.62254 0.06478 0.27
C -0.01928 -1.65820 -0.56450 -0.70
N 1.68033 1.49654 0.20608 -0.09
N 0.82733 -0.54616 -0.33663 -0.34
O -1.70295 1.68551 -0.67837 -0.21
H -3.82885 -0.43371 0.69336 0.46
H -1.40403 -0.43961 1.79623 0.52
H -3.61180 1.27291 -1.41842 0.43
H 4.04190 -0.06897 1.24360 0.29
H 4.77485 0.47985 -0.58797 0.31
H -0.92422 1.89915 1.29233 0.47
H -1.09315 -1.48074 -0.45546 0.31
H 0.15134 -1.88435 -1.68456 0.32
H 0.34872 -2.41990 0.05434 0.33
H 1.43651 2.47447 0.45709 0.32
```

LUMO energy: -9.5 eV
ΔE to the lowest compared entry with this formula, charge and spin: 222.7 kJ/mol
Charge: +2
Gap between HOMO and LUMO: 8.570 eV
HOMO level: -0.6648 hartree

# 3
This record from the Open Molecules 2025 dataset describes a cluster of 2 separate species, C37H49IN2O6S in total at a distorted geometry. The level of theory is ωB97M-V/def2-TZVPD.

```
96
Properties=species:S:1:pos:R:3:mulliken_charge:R:1
C -2.67764 2.40019 -2.18362 -0.37
C -2.07602 2.44410 -3.58341 -0.47
O -0.80134 3.10348 -3.60473 -0.34
C 0.20097 2.33995 -3.14255 0.54
O 0.14584 1.14403 -3.10968 -0.61
C 1.42803 3.07886 -2.67405 -0.44
C 2.11357 2.35432 -1.52931 -0.12
C 1.38392 2.50893 -0.18749 -1.73
C 1.95857 1.56506 0.83291 -0.12
C 2.84460 2.06344 1.80701 0.70
N 3.18723 3.43540 1.80871 -0.65
C 3.38098 1.21129 2.77879 0.45
O 4.21794 1.72388 3.75656 -0.62
C 3.51483 2.35228 4.83355 -0.37
C 2.34299 1.55805 5.37298 -1.10
C 3.10216 -0.15215 2.76802 0.40
O 3.62670 -0.97830 3.73450 -0.44
C 2.24888 -0.64980 1.79186 0.52
C 1.66686 0.19561 0.84725 -0.51
N 0.81003 -0.39314 -0.10815 -0.12
C -0.20842 -1.21455 0.43274 0.00
C -1.52775 -1.04133 0.06593 0.36
C -2.51154 -1.87814 0.58217 0.02
C -3.90749 -1.59684 0.07996 -0.80
C -4.31966 -0.16118 0.31227 0.05
O -4.85294 0.52451 -0.46901 -0.45
I -3.89908 0.59677 2.31119 -0.10
C -2.18716 -2.90312 1.48718 0.63
C -3.25646 -3.82593 2.03597 -1.85
C -3.27067 -5.18677 1.31094 -0.70
C -3.61222 -5.09666 -0.18529 -0.89
C -2.40390 -5.12628 -1.11769 -0.61
O -2.21156 -3.84467 -1.68243 -0.13
C -1.16197 -3.83390 -2.62718 -0.81
C -0.83493 -3.07750 1.89246 0.83
C -0.47755 -4.18079 2.86930 -2.06
C 0.07237 -3.77059 4.27889 0.74
C -0.18569 -2.31542 4.65297 -1.60
C 1.53584 -4.20399 4.50510 -1.45
C 0.12205 -2.22003 1.34418 0.75
S 1.84928 -2.36879 1.71200 -0.66
H -3.74910 2.55024 -2.24044 0.45
H -2.21934 3.14286 -1.53922 0.30
H -2.51176 1.41312 -1.76504 -0.31
H -2.01740 1.45829 -4.02797 0.33
H -2.71917 3.03957 -4.22403 0.43
H 2.12439 3.08533 -3.51333 0.32
H 1.21799 4.12126 -2.45675 0.22
H 2.24660 1.30517 -1.76748 0.44
H 3.09906 2.81080 -1.43290 0.49
H 1.42331 3.53225 0.16009 0.83
H 0.34230 2.22842 -0.36374 0.18
H 3.96957 3.58703 2.43298 0.34
H 3.47202 3.72810 0.88457 0.21
H 4.23310 2.51576 5.63020 0.47
H 3.15304 3.34082 4.54475 0.26
H 2.61010 0.53004 5.59499 0.20
H 1.46630 1.60682 4.73571 0.30
H 2.05882 2.01262 6.32232 0.49
H 4.48135 -1.30591 3.43836 0.31
H 0.40792 0.28017 -0.74415 -0.22
H -1.78104 -0.27081 -0.64903 -0.32
H -3.94866 -1.76576 -0.99305 0.32
H -4.66326 -2.22226 0.53693 0.39
H -4.24921 -3.39228 2.00876 0.53
H -3.04512 -3.99826 3.08715 0.66
H -2.27493 -5.60877 1.40914 0.41
H -3.96113 -5.84034 1.84004 0.52
H -4.22265 -4.22647 -0.39533 0.25
H -4.22893 -5.96210 -0.42053 0.48
H -2.59837 -5.83583 -1.92761 0.45
H -1.50977 -5.42683 -0.56837 0.35
H -0.93166 -2.79657 -2.84241 0.14
H -0.26868 -4.32496 -2.24122 0.36
H -1.48974 -4.32524 -3.54614 0.32
H 0.26646 -4.81343 2.38178 0.48
H -1.32491 -4.82132 3.04337 0.23
H -0.49891 -4.36366 4.99020 0.47
H 0.27667 -1.59897 3.98481 0.22
H -1.25004 -2.12377 4.76676 0.32
H 0.24829 -2.14563 5.63868 0.54
H 2.05512 -4.37387 3.57225 0.38
H 1.55465 -5.15848 5.03021 0.35
H 2.08846 -3.48216 5.09829 0.28
C 1.85725 5.96502 -7.76855 -0.35
C 1.36258 4.73402 -7.36356 -0.63
C 0.94854 4.54396 -6.05246 -0.05
C 1.02518 5.59069 -5.13931 -0.04
C 1.52677 6.81909 -5.54841 -0.62
C 1.94239 7.00741 -6.85869 -0.36
H 2.17583 6.11127 -8.79260 0.36
H 1.30015 3.91782 -8.07207 0.37
H 0.55465 3.58607 -5.74096 0.25
H 0.68330 5.43425 -4.12615 0.33
H 1.59164 7.63652 -4.84119 0.36
H 2.33027 7.96858 -7.17046 0.37
```

LUMO energy: 0.5 eV
SMILES: CCOC(=O)CCCc1c(N)c(OCC)c(O)c2c1Nc1cc(CC(=O)I)c(CCCCOC)c(CC(C)C)c1S2.c1ccccc1
Gap between HOMO and LUMO: 7.890 eV
HOMO level: -0.2718 hartree

> What is the HOMO level in the third record?

-0.2718 hartree

> Among the records above, which one has the highest LUMO energy?

C19H49N5O7